[1]
Below is a structure of composition C5H12O3 at a distorted geometry, with properties calculated with ωB97M-V/def2-TZVPD.

Structure (XYZ):
```
20
Properties=species:S:1:pos:R:3:forces:R:3
C -0.321 -0.697 0.499 1.4 0.6 0.0
C -1.008 0.444 1.226 0.3 0.3 0.0
C 0.268 -1.710 1.462 0.0 -0.2 -0.1
O -1.221 -1.282 -0.409 0.0 -0.1 -0.8
H -1.602 -2.125 -0.126 0.4 0.3 0.2
H -0.030 0.551 -1.033 0.9 1.6 -3.1
H -0.521 -2.114 2.105 0.0 0.1 0.1
H 0.701 -2.559 0.925 0.1 0.1 0.0
H -0.291 0.993 1.841 0.0 -0.1 0.0
H -1.445 1.155 0.521 0.0 -0.1 0.0
H -1.820 0.076 1.861 0.1 -0.1 -0.1
H 1.039 -1.250 2.084 -0.1 0.0 0.0
C 0.156 1.398 -2.062 -1.6 -1.0 2.1
C 1.104 -0.117 -0.370 -0.7 -0.7 3.6
O 0.496 2.615 -1.500 0.7 -0.6 0.3
O 1.882 0.665 0.200 -1.2 -0.8 -1.3
H 1.326 2.448 -0.992 -0.5 0.2 -0.2
H 0.776 1.117 -2.916 0.1 -0.6 0.5
H -0.909 1.335 -2.296 0.1 0.6 -0.4
H 1.421 -0.944 -1.020 0.0 0.4 -0.7
```
Positions in Å, forces in eV/Å.

The value obtained for the lowest unoccupied orbital energy is 0.697 eV. The gap between HOMO and LUMO comes out at 9.6 eV. The largest force on an atom comes out at 3.73 eV Å⁻¹. The energy above the lowest of the compared OMol25 structures with the same formula, charge and spin comes out at 350.3 kJ/mol. For the total energy, the calculation gives -423.320410 a.u. As for the HOMO energy: -0.32846 Ha.

Mulliken population analysis, charges in e, atoms 1 to 2: number 1, C, carries 0.916; number 2, C, carries -1.354


[2]
Below is a cluster of 2 separate species, C5H12O3 in total at a distorted geometry, with properties calculated with ωB97M-V/def2-TZVPD.

Structure (XYZ):
```
20
Properties=species:S:1:pos:R:3:forces:R:3
C 2.002 0.551 -0.988 -0.3 -0.9 0.1
C 0.642 -0.062 -1.378 -0.6 0.6 -0.7
C -0.556 0.872 -1.143 -1.2 0.1 0.3
C -1.271 0.716 0.218 1.5 -0.3 0.0
C -1.924 -0.635 0.378 -1.7 0.8 0.7
O -1.523 -1.740 0.164 0.3 0.0 -0.1
O -3.199 -0.416 0.884 0.9 0.5 -0.3
H 1.946 1.565 -0.598 -0.2 0.1 -0.1
H 2.685 0.525 -1.833 0.2 0.1 0.0
H 2.401 -0.088 -0.199 0.3 0.2 0.0
H 0.493 -1.029 -0.911 -0.1 0.1 0.5
H 0.574 -0.329 -2.433 0.5 0.2 -0.2
H -1.362 0.781 -1.885 0.3 -0.6 -0.1
H -0.327 1.927 -1.288 0.6 0.1 0.3
H -0.527 0.773 1.026 0.0 -0.1 -0.1
H -1.952 1.534 0.413 -0.4 -0.1 -0.1
H -3.606 -1.254 1.090 -0.2 -0.8 0.0
O 1.591 -1.131 2.544 -0.5 -0.1 -0.1
H 2.501 -0.870 2.636 0.5 0.2 0.1
H 1.413 -1.691 3.304 0.0 -0.1 0.0
```
Positions in Å, forces in eV/Å.

The value obtained for the lowest unoccupied orbital energy is 0.676 eV. The gap between HOMO and LUMO comes out at 10.9 eV. The largest force on an atom comes out at 2.01 eV Å⁻¹. The energy above the lowest of the compared OMol25 structures with the same formula, charge and spin comes out at 47.5 kJ/mol. For the total energy, the calculation gives -423.435764 a.u. As for the HOMO energy: -0.37579 Ha.

Mulliken population analysis, charges in e, atoms 1 to 2: number 1, C, carries -1.086; number 2, C, carries -0.320